[1]
# C44H39As2N2OS2SeY

C44H39As2N2OS2SeY as an isolated structure (ωB97M-V/def2-TZVPD, the Open Molecules 2025 dataset).

## Properties
**Net charge**: +2
**Energy above the lowest of the compared OMol25 structures with the same formula, charge and spin**: 50.2 kJ/mol
**Orbital gap**: 7.60 eV
**Electronic energy**: -261015.311 eV
**Molecular weight**: 993.7 Da
**LUMO level**: -5.5 eV

Last column: Mulliken charge in e.
CARTESIAN COORDINATES (ANGSTROEM)
Y: 1.0316 0.8991 0.1197  -0.03
Se: 2.7254 0.7666 -1.9555  -0.32
C: 4.0727 0.6786 -0.5894  0.00
C: 4.7896 -0.4900 -0.3639  -0.29
C: 5.7643 -0.4866 0.6256  -0.45
N: 6.0498 0.5717 1.3875  -0.58
C: 5.3598 1.6862 1.1667  -0.59
C: 4.3670 1.7928 0.1963  0.09
H: 4.6042 -1.3818 -0.9485  0.50
H: 6.3402 -1.3854 0.8152  0.44
H: 5.6089 2.5412 1.7862  0.42
H: 3.8450 2.7339 0.0552  0.43
O: -1.0701 0.6778 -0.1845  1.37
As: -2.2103 1.6102 0.6809  1.50
C: -1.0323 2.4504 1.9508  0.39
C: -0.8127 3.8013 2.1699  -0.52
C: 0.2270 4.2037 3.0064  -0.52
C: 1.0561 3.2687 3.6056  -0.86
C: 0.8196 1.9083 3.4173  -0.16
C: -0.2338 1.4994 2.6048  -1.73
C: -3.3027 0.4062 1.6580  -0.01
C: -3.2705 -0.9481 1.3491  0.03
C: -4.1005 -1.8135 2.0480  -0.71
C: -4.9368 -1.3254 3.0427  -0.59
C: -4.9554 0.0312 3.3481  -0.82
C: -4.1397 0.9064 2.6515  -0.60
C: -3.2850 2.6888 -0.4479  0.71
C: -3.0946 4.0540 -0.6438  -0.03
C: -3.9618 4.7438 -1.4759  -0.97
C: -4.9982 4.0742 -2.1147  -0.55
C: -5.1775 2.7104 -1.9236  -0.79
C: -4.3274 2.0130 -1.0802  -0.60
H: -1.4288 4.5527 1.7002  0.44
H: 0.3913 5.2594 3.1768  0.48
H: 1.8664 3.5931 4.2449  0.49
H: 1.4154 1.1732 3.9452  0.58
H: -0.4857 0.4397 2.5405  0.96
H: -2.6155 -1.3206 0.5715  0.40
H: -4.0950 -2.8688 1.8126  0.49
H: -5.5835 -2.0038 3.5833  0.44
H: -5.6108 0.4052 4.1230  0.44
H: -4.1679 1.9649 2.8861  0.42
H: -2.2663 4.5779 -0.1926  0.14
H: -3.8256 5.8060 -1.6289  0.45
H: -5.6715 4.6194 -2.7627  0.43
H: -5.9862 2.1907 -2.4194  0.43
H: -4.4906 0.9551 -0.9139  0.43
S: 0.5311 3.5825 -0.6512  -0.28
C: 0.9928 3.5979 -2.2954  0.01
N: 2.1152 4.0820 -2.7570  -0.02
C: 2.4152 3.8283 -4.1713  -0.57
C: 1.0625 3.6045 -4.8435  -0.58
S: -0.0330 2.9751 -3.5269  0.03
H: 2.8234 4.3939 -2.1075  0.29
H: 3.0464 2.9412 -4.2288  0.24
H: 2.9408 4.6787 -4.5983  0.41
H: 1.1289 2.8748 -5.6449  0.41
H: 0.6369 4.5270 -5.2317  0.38
C: 4.8275 -4.4488 -0.2816  -0.56
C: 4.0511 -4.3617 -1.4291  -0.83
C: 2.8551 -3.6538 -1.4126  -0.36
C: 2.4351 -3.0313 -0.2418  0.82
C: 3.2255 -3.1018 0.9011  -0.49
C: 4.4155 -3.8147 0.8821  -0.80
As: 0.7819 -2.0214 -0.1819  1.17
C: -0.0895 -2.7981 1.3705  0.87
C: 0.2517 -2.2843 2.6200  -0.33
C: -0.3177 -2.7929 3.7800  -1.08
C: -1.2399 -3.8255 3.6957  -0.65
C: -1.5891 -4.3399 2.4542  -0.76
C: -1.0250 -3.8244 1.2944  -0.44
C: -0.2131 -2.5901 -1.7265  0.26
C: -0.3332 -3.9432 -2.0405  -0.01
C: -1.0463 -4.3352 -3.1633  -0.89
C: -1.6359 -3.3784 -3.9810  -0.62
C: -1.5111 -2.0314 -3.6747  -0.83
C: -0.8015 -1.6351 -2.5493  -0.54
H: 5.7513 -5.0121 -0.2946  0.43
H: 4.3707 -4.8504 -2.3402  0.42
H: 2.2631 -3.5900 -2.3151  0.44
H: 2.9112 -2.6376 1.8283  0.28
H: 5.0185 -3.8765 1.7789  0.49
H: 0.9956 -1.4956 2.7086  0.52
H: -0.0341 -2.3940 4.7455  0.45
H: -1.6804 -4.2337 4.5958  0.44
H: -2.3021 -5.1521 2.3867  0.50
H: -1.3175 -4.2304 0.3356  0.36
H: 0.1403 -4.6951 -1.4215  0.58
H: -1.1357 -5.3864 -3.4037  0.44
H: -2.1881 -3.6853 -4.8594  0.42
H: -1.9657 -1.2850 -4.3135  0.47
H: -0.7260 -0.5808 -2.3149  0.33

=====

[2]
# C10H11Cl5N5PtSbSe4

C10H11Cl5N5PtSbSe4 as an isolated structure (ωB97M-V/def2-TZVPD, the Open Molecules 2025 dataset).

## Properties
**Net charge**: 0
**Orbital gap**: 5.24 eV
**Electronic energy**: -351782.483 eV
**Molecular weight**: 1011.2 Da
**LUMO level**: -1.8 eV

Last column: Mulliken charge in e.
CARTESIAN COORDINATES (ANGSTROEM)
Pt: -0.6681 0.1051 -0.6658  0.51
C: 1.2958 -0.2314 4.4470  -1.03
N: 0.1538 -0.1940 3.5443  0.15
C: -1.2035 -0.3368 4.0853  -0.95
C: 0.2941 -0.1216 2.2095  0.55
N: -0.6905 -0.1537 1.3816  -0.47
N: 1.6178 -0.0295 1.7612  0.08
C: 2.1200 0.1805 0.5029  0.44
N: 3.4789 0.1160 0.4361  -0.48
N: 1.3895 0.4801 -0.5188  -0.33
H: 0.9269 -0.2316 5.4661  0.25
H: 1.9324 0.6503 4.3351  0.39
H: 1.8925 -1.1408 4.3214  0.37
H: -1.1473 -0.2902 5.1685  0.26
H: -1.6506 -1.2822 3.7772  0.24
H: -1.8359 0.4845 3.7425  0.36
H: -1.6144 -0.2950 1.7842  0.23
H: 2.3136 -0.1804 2.4688  0.15
H: 3.9734 -0.4088 1.1384  0.20
H: 3.8853 0.0606 -0.4823  0.22
H: 1.9016 0.5859 -1.3844  0.15
Cl: -1.2908 -1.7639 -3.7617  -0.11
C: -0.9051 -0.0913 -3.8053  0.43
C: -0.6945 0.6352 -2.6303  -1.01
C: -0.4884 2.0017 -2.7780  1.21
Cl: -0.4244 2.9464 -1.3055  -0.17
C: -0.4113 2.6514 -4.0021  -0.23
Cl: -0.1382 4.3449 -4.0836  -0.18
C: -0.5712 1.8971 -5.1577  0.43
Cl: -0.4747 2.6553 -6.6942  -0.18
C: -0.8337 0.5298 -5.0571  -0.07
Cl: -1.0748 -0.3798 -6.4910  -0.17
Se: -2.8077 -4.8092 -1.7210  -0.54
Sb: -2.4271 -2.8127 -0.4523  0.79
Se: -3.0566 -0.3784 -0.7669  -0.48
Se: 0.0837 -2.1671 -0.6932  -0.44
Se: -2.8505 -3.0263 1.8811  -0.58

=====

[3]
# C5H18NO5

A 4-piece molecular cluster, C5H18NO5 overall (ωB97M-V/def2-TZVPD, the Open Molecules 2025 dataset).

## Properties
**Net charge**: -1
**Energy above the lowest of the compared OMol25 structures with the same formula, charge and spin**: 3.8 kJ/mol
**Orbital gap**: 8.77 eV
**Electronic energy**: -17205.934 eV
**Molecular weight**: 172.2 Da
**LUMO level**: 3.5 eV

Last column: Mulliken charge in e.
CARTESIAN COORDINATES (ANGSTROEM)
C: -0.0128 0.8196 -1.7052  -0.86
N: -0.9254 -0.1330 -1.0682  -0.05
C: -2.0260 -0.4852 -1.8954  -0.45
O: -1.6804 -1.5025 -2.8528  -0.55
C: 1.1372 1.1931 -0.7768  -0.44
C: 2.2420 0.1413 -0.7511  -0.73
C: 1.9839 -0.9752 0.2566  -0.34
O: 1.0582 -1.9278 -0.2318  -0.66
H: -0.5574 1.7147 -2.0510  0.46
H: 0.3637 0.3731 -2.6332  0.38
H: 0.2493 -1.4373 -0.4696  0.43
H: -2.3810 0.3255 -2.5439  0.29
H: -2.8161 -0.8977 -1.2641  0.27
H: -0.9209 -2.0033 -2.5259  0.30
H: 0.7363 1.3945 0.2210  0.13
H: 1.5405 2.1619 -1.0899  0.34
H: 2.3633 -0.3160 -1.7366  0.27
H: 3.2038 0.6133 -0.5160  0.35
H: 1.6373 -0.5616 1.2090  0.19
H: 2.8962 -1.5448 0.4634  0.37
H: -1.2238 0.2372 -0.0960  0.31
H: -2.7222 0.7965 1.4163  0.18
O: -1.8037 1.0319 1.1396  -1.01
H: -0.1667 -1.6350 3.0110  0.28
H: -0.2722 -0.2561 3.7491  0.46
O: 0.0090 -1.2144 3.8745  -0.74
H: -1.2342 1.1431 2.3406  0.39
H: 0.0534 1.7300 3.1846  0.27
O: -0.7311 1.2143 3.3417  -0.85

=====

[4]
# C5H13NO

A 2-piece molecular cluster, C5H13NO overall (ωB97M-V/def2-TZVPD, the Open Molecules 2025 dataset).

## Properties
**Net charge**: 0
**Energy above the lowest of the compared OMol25 structures with the same formula, charge and spin**: 116.6 kJ/mol
**Orbital gap**: 9.07 eV
**Electronic energy**: -8932.803 eV
**Molecular weight**: 103.2 Da
**LUMO level**: 1.0 eV

Last column: Mulliken charge in e.
CARTESIAN COORDINATES (ANGSTROEM)
C: 0.7086 1.0844 0.0774  -1.15
C: 0.5749 0.6338 -1.1699  0.76
N: 0.3568 1.5204 -2.2260  -0.53
C: 0.6761 -0.8084 -1.6243  -0.48
C: 1.3414 -1.7309 -0.6140  -0.69
C: 0.4080 -2.1561 0.5268  -1.30
H: 1.0449 0.4336 0.8681  0.22
H: 0.7289 2.1295 0.3343  0.29
H: 0.5425 1.1548 -3.1439  0.23
H: 0.7333 2.4426 -2.0847  0.21
H: 1.2579 -0.7732 -2.5458  0.38
H: -0.3508 -1.1437 -1.7903  0.25
H: 2.2291 -1.2884 -0.1781  0.39
H: 1.6296 -2.6586 -1.1101  0.34
H: -0.0701 -3.1170 0.3204  0.37
H: -0.3125 -1.4091 0.8342  0.39
H: 0.9935 -2.3681 1.4175  0.32
O: -3.8737 2.6221 4.3139  -0.64
H: -4.0271 2.1646 3.4765  0.32
H: -4.5914 3.2675 4.3180  0.32

=====

[5]
# C8H12O2

A 2-piece molecular cluster, C8H12O2 overall (ωB97M-V/def2-TZVPD, the Open Molecules 2025 dataset).

## Properties
**Net charge**: 0
**Energy above the lowest of the compared OMol25 structures with the same formula, charge and spin**: 239.9 kJ/mol
**Orbital gap**: 8.47 eV
**Electronic energy**: -12582.952 eV
**Molecular weight**: 140.2 Da
**LUMO level**: 0.9 eV

Last column: Mulliken charge in e.
CARTESIAN COORDINATES (ANGSTROEM)
C: -0.9172 2.3648 1.4042  -1.29
C: 0.0509 1.6437 0.5321  0.63
C: 0.0098 1.4822 -0.8450  -0.54
C: 0.9672 0.5149 -1.1623  -0.54
O: 1.8257 0.3853 -0.1007  -0.37
C: 1.0560 0.7524 0.9711  -0.33
H: -1.7107 1.6889 1.7375  0.25
H: -0.4314 2.7720 2.2939  0.34
H: -1.3889 3.1887 0.8660  0.35
H: -0.7190 1.8984 -1.5204  0.44
H: 1.3787 0.2549 -2.1255  0.53
H: 1.5605 0.7537 1.9265  0.54
C: -0.0749 -1.1426 0.9939  -1.31
C: -0.3201 -1.3589 -0.3538  1.07
C: 0.4037 -2.4166 -1.1441  -1.43
O: -1.6167 -1.0807 -0.7731  -0.54
H: -0.9045 -0.8500 1.6221  0.39
H: 0.7017 -1.7226 1.4708  0.36
H: 0.4241 -2.1654 -2.2093  0.38
H: 1.4361 -2.5022 -0.8035  0.34
H: -0.0917 -3.3889 -1.0443  0.37
H: -1.6392 -1.0718 -1.7364  0.35

=====

[6]
# C4H9NO2

A 2-piece molecular cluster, C4H9NO2 overall (ωB97M-V/def2-TZVPD, the Open Molecules 2025 dataset).

## Properties
**Net charge**: 0
**Energy above the lowest of the compared OMol25 structures with the same formula, charge and spin**: 240.0 kJ/mol
**Orbital gap**: 10.74 eV
**Electronic energy**: -9877.574 eV
**Molecular weight**: 103.1 Da
**LUMO level**: 0.8 eV

Last column: Mulliken charge in e.
CARTESIAN COORDINATES (ANGSTROEM)
H: 1.6452 0.9091 1.5787  0.26
N: 1.2095 0.0307 1.2987  -0.64
C: -0.0571 0.1162 1.2870  -0.02
C: -0.8415 -1.1300 0.9311  -0.25
O: -0.4947 -2.1980 1.7819  -0.54
H: -0.6053 1.0345 1.5400  0.44
H: -1.9147 -0.9544 1.0407  0.25
H: -0.6362 -1.3805 -0.1218  0.18
H: 0.4718 -2.2525 1.7564  0.32
C: -0.3753 1.1773 -1.5532  -0.83
C: 0.9052 0.3705 -1.5782  0.12
O: 0.9469 -0.7986 -1.8762  -0.49
H: -0.3069 2.0419 -0.8863  0.26
H: -1.2288 0.5520 -1.2767  0.25
H: -0.5513 1.5476 -2.5691  0.34
H: 1.8331 0.9343 -1.3531  0.35

=====

[7]
# C42H54BF6MoN9O4PS2Si

C42H54BF6MoN9O4PS2Si as an isolated structure (ωB97M-V/def2-TZVPD, the Open Molecules 2025 dataset).

## Properties
**Net charge**: +1
**2S+1**: 3
**Orbital gap (spin up / spin down)**: 5.37 / 5.42 eV
**Electronic energy**: -123704.366 eV
**Molecular weight**: 1092.9 Da
**LUMO level (spin up / spin down)**: -3.3 / -3.3 eV

Last column: Mulliken spin population.
CARTESIAN COORDINATES (ANGSTROEM)
Mo: -0.0824 -0.8852 2.1165  1.96
C: 4.1486 1.0274 -4.5637  0.00
C: 3.3236 -0.2201 -4.8398  0.00
N: 2.1144 -0.2878 -4.0224  0.00
C: 2.1931 -0.8755 -2.8000  0.00
C: 1.1735 -1.0070 -1.9131  0.00
C: 1.5850 -1.5306 -0.5607  -0.01
O: 2.6701 -2.0669 -0.4167  0.02
O: 0.7620 -1.2943 0.4192  0.02
C: -0.1533 -0.5875 -2.3157  0.01
O: -1.2036 -0.8855 -1.7688  0.01
C: -0.1623 0.2587 -3.5357  0.00
C: -1.3245 0.9723 -3.8326  0.00
C: -1.3673 1.7794 -4.9303  0.00
F: -2.4661 2.5389 -5.1598  0.00
C: -0.2863 1.8840 -5.8211  0.00
C: 0.8651 1.1681 -5.5301  0.00
C: 0.9507 0.3791 -4.3695  0.00
N: -0.3759 2.7472 -6.9314  0.00
C: 0.8052 3.1992 -7.6147  0.00
C: 1.1355 2.3234 -8.8197  0.00
N: -0.0675 2.3205 -9.7290  0.00
C: -1.2987 1.8276 -9.0069  0.00
C: -1.5360 2.7206 -7.7950  0.00
H: 5.0658 1.0140 -5.1524  0.00
H: 4.4229 1.0767 -3.5102  0.00
H: 3.5954 1.9365 -4.8026  0.00
H: 3.9007 -1.1181 -4.6210  0.00
H: 3.0346 -0.2929 -5.8892  0.00
H: 3.1706 -1.2444 -2.5171  0.00
H: -2.1665 0.9031 -3.1556  0.00
H: 1.7147 1.2313 -6.1910  0.00
H: 1.6601 3.2277 -6.9419  0.00
H: 0.6369 4.2286 -7.9571  0.00
H: 1.2951 1.2858 -8.5280  0.00
H: 1.9889 2.6815 -9.3933  0.00
H: 0.1126 1.7608 -10.5638  0.00
H: -0.2415 3.2796 -10.0451  0.00
H: -1.0902 0.7992 -8.7127  0.00
H: -2.1274 1.8483 -9.7130  0.00
H: -2.4134 2.3638 -7.2661  0.00
H: -1.7576 3.7412 -8.1310  0.00
C: 1.0741 -4.4249 0.8303  0.00
C: 1.1558 -4.0980 2.2806  0.02
C: 1.6970 -5.0059 3.1650  0.00
C: 1.8675 -4.6402 4.5028  0.01
C: 1.5022 -3.3959 4.9385  -0.02
C: 0.9241 -2.5147 3.9969  0.04
N: 0.7412 -2.8894 2.7091  -0.02
N: 0.5044 -1.2575 4.1668  -0.04
Si: 0.5058 -0.4588 5.7481  0.00
C: 0.0255 1.3311 5.5620  0.01
C: 2.2257 -0.6121 6.5031  0.00
C: -0.6926 -1.3334 6.8900  0.00
H: 0.8829 -5.4878 0.6850  0.00
H: 2.0172 -4.1679 0.3481  0.00
H: 0.3055 -3.8400 0.3471  0.00
H: 2.0072 -5.9761 2.8060  0.00
H: 2.3114 -5.3421 5.1975  0.00
H: 1.6456 -3.0890 5.9611  0.00
H: 0.2901 1.6909 4.5665  0.00
H: 0.5641 1.9377 6.2915  0.00
H: -1.0447 1.4792 5.7059  0.00
H: 2.9540 -1.0153 5.8012  0.00
H: 2.2150 -1.2570 7.3838  0.00
H: 2.5846 0.3670 6.8180  0.00
H: -1.7184 -1.1607 6.5653  0.00
H: -0.5848 -0.9464 7.9058  0.00
H: -0.5262 -2.4109 6.9272  0.00
C: 1.0216 3.4643 0.9320  0.00
N: 0.0261 3.3333 1.9743  -0.01
C: -0.1139 4.2311 3.0043  0.00
C: -1.2426 3.8883 3.6596  0.00
N: -1.7978 2.8034 3.0227  -0.01
B: -3.3000 2.5190 3.3449  0.01
N: -3.9063 1.1409 2.8930  0.00
C: -5.2627 1.1378 2.6467  0.00
C: -5.7436 -0.1001 2.8958  0.00
N: -4.6637 -0.8627 3.2777  0.00
C: -4.7549 -2.2044 3.8177  0.00
C: -3.5484 -0.0963 3.2448  0.00
S: -1.9978 -0.7077 3.7319  0.00
C: -0.9993 2.4475 2.0113  0.03
S: -1.2160 1.1341 0.9030  -0.02
H: 2.0224 3.4184 1.3591  0.00
H: 0.8847 4.4224 0.4291  0.00
H: 0.8841 2.6528 0.2245  0.00
H: 0.6042 5.0096 3.1824  0.00
H: -1.7176 4.3320 4.5140  0.00
H: -3.9591 3.3573 2.7757  0.00
H: -3.4135 2.5906 4.5458  0.00
H: -5.7686 2.0348 2.3462  0.00
H: -6.7362 -0.5053 2.8390  0.00
H: -5.5592 -2.7357 3.3132  0.00
H: -4.9564 -2.1614 4.8880  0.00
H: -3.8072 -2.7096 3.6664  0.00
F: 6.5598 1.8780 1.5278  0.00
C: 5.2776 1.5649 1.7327  0.00
C: 4.4357 1.2938 0.6718  0.00
F: 4.8937 1.3888 -0.5855  0.00
C: 3.1076 0.9658 0.8820  -0.02
F: 2.3501 0.8795 -0.2216  -0.01
C: 2.5484 0.8533 2.1614  0.02
O: 1.3031 0.5524 2.4825  -0.03
C: 3.4246 1.1884 3.2079  0.01
F: 2.9595 1.1972 4.4581  0.00
C: 4.7517 1.5249 3.0123  0.00
F: 5.5290 1.8053 4.0590  0.00
C: -2.7677 -4.2895 1.5561  0.00
P: -2.1098 -2.7854 0.7292  0.01
C: -3.6391 -1.9094 0.2284  -0.01
C: -1.7267 -3.5490 -0.9083  0.00
H: -3.1949 -4.9605 0.8090  0.00
H: -3.5440 -4.0375 2.2719  0.00
H: -1.9741 -4.8120 2.0909  0.00
H: -4.4214 -2.6271 -0.0300  0.00
H: -3.4038 -1.2922 -0.6375  0.00
H: -3.9974 -1.2508 1.0131  0.00
H: -2.6628 -3.7299 -1.4404  0.00
H: -1.2194 -4.5014 -0.7766  0.00
H: -1.0965 -2.8925 -1.5086  0.00